Computed, not measured: C45H51BrN4O13PRbS2 as an isolated structure, with ωB97M-V/def2-TZVPD.

XYZ file:
```
118
Properties=species:S:1:pos:R:3:forces:R:3:mulliken_charge:R:1
Rb 13.383 15.681 12.884 0.6248 0.4836 -0.2593 0.52
Br 18.711 16.026 14.978 0.1018 -0.6899 -0.2753 -0.23
S 7.618 18.570 12.427 0.0625 0.8586 -0.5338 0.10
S 13.617 19.814 11.855 -0.3671 -1.0911 1.3159 0.50
P 13.538 14.535 8.647 -1.0782 -0.0825 0.0129 1.03
O 8.204 17.566 11.488 0.0374 0.4599 0.4948 -0.45
O 13.770 10.598 14.206 0.8532 1.1648 -0.6292 -0.63
O 16.144 15.996 11.153 1.0380 -0.5146 1.0312 -0.69
O 11.569 13.788 12.476 -0.6445 -2.1379 0.8454 0.10
O 16.165 15.605 13.383 1.6335 -0.0339 -2.1733 -0.58
O 13.805 17.872 14.296 0.5424 0.3850 0.6778 -0.22
O 12.854 18.649 11.243 0.5428 1.5875 0.0217 -0.34
O 7.708 12.774 13.349 1.7620 0.8163 0.1245 -0.66
O 9.149 9.256 10.183 0.9575 -0.4422 -0.0198 -0.67
O 12.907 19.340 15.664 -1.0164 1.2555 0.9776 -0.82
O 14.109 12.707 13.525 -1.6991 -3.2790 -0.0543 -0.52
O 9.396 13.821 14.355 -1.3097 -1.8630 -2.4892 -0.54
O 11.268 8.602 10.205 -2.0332 0.7286 0.1561 -0.65
N 10.295 9.278 10.626 1.1957 -0.3238 0.6012 1.07
N 8.917 13.026 13.491 0.3713 -0.5163 1.6870 1.12
N 13.480 11.599 13.533 0.7141 1.2287 1.0119 1.12
N 16.261 18.558 15.164 2.2136 -1.9141 -1.9122 -0.58
C 10.290 19.542 12.625 -0.7988 0.8790 0.3435 0.19
C 6.842 18.035 16.288 -0.0950 0.2299 -0.4962 -0.58
C 18.763 15.393 10.884 0.2052 -0.7863 -0.4572 0.06
C 7.208 16.678 16.390 -0.2651 1.0285 0.3239 -0.68
C 14.004 11.942 7.248 -0.4884 -0.0595 0.9810 -2.16
C 11.254 12.609 12.724 2.3076 0.8095 -0.5725 0.15
C 11.904 10.251 12.148 0.8354 2.5324 2.1060 -0.32
C 12.467 16.859 7.311 -1.3916 -1.0709 -0.4129 -2.25
C 9.895 12.147 12.795 -1.5371 0.1788 0.3468 -0.39
C 14.768 14.839 6.043 1.0120 0.9838 -0.3979 -0.22
C 10.597 10.221 11.716 -0.6938 -2.6717 -2.1343 -0.17
C 7.069 18.728 15.095 0.4715 -0.3151 0.0052 -0.52
C 13.684 20.700 9.317 -0.2627 1.0291 -0.7008 -0.51
C 14.038 21.020 10.607 0.6081 -0.1590 0.0741 0.09
C 20.301 14.600 13.083 0.0683 1.1226 -0.6333 -0.61
C 18.188 15.514 12.200 2.5481 -0.8661 -2.9523 0.16
C 13.316 12.619 8.444 0.6483 0.3192 0.3793 2.17
C 14.880 22.687 8.613 -2.5907 -0.7645 -0.1183 -0.42
C 16.759 15.717 12.236 -4.9420 1.2376 1.7465 0.50
C 14.868 22.124 10.958 -0.4233 -2.1556 -0.0580 -0.34
C 8.789 19.920 12.688 0.2191 0.9416 0.1991 -0.90
C 12.224 11.429 12.863 -1.2296 0.6347 -1.8714 -0.27
C 11.142 16.025 9.141 0.4533 -1.0438 1.5990 -1.86
C 7.705 18.010 14.084 0.1280 -1.4214 -0.4350 0.79
C 16.753 16.403 7.197 0.6903 -0.4809 1.2886 -0.59
C 11.025 14.786 7.013 -1.7994 -0.1264 1.4462 -1.87
C 11.979 15.504 7.983 -0.0695 1.2647 -1.0854 2.73
C 14.820 14.997 7.419 0.1028 0.2684 1.0357 0.00
C 12.428 20.919 12.800 -0.4396 -0.2625 -1.2589 -0.94
C 9.536 10.961 12.186 0.3539 1.8475 1.0789 -0.63
C 16.788 16.219 5.851 0.5645 0.0663 -1.7217 -0.55
C 8.151 16.690 14.158 -1.4295 0.2868 2.0974 -0.54
C 15.153 23.018 9.948 0.5293 -0.3583 -0.9046 -0.65
C 13.863 18.672 15.282 0.0238 -1.1802 -1.3964 0.24
C 14.057 12.111 9.678 0.0018 1.5109 1.9724 -1.88
C 15.205 18.814 16.025 -1.9859 0.2833 1.3329 -0.53
C 19.049 15.259 13.237 1.3338 -0.4242 1.3538 0.41
C 7.774 15.997 15.326 0.8156 1.0396 -0.0322 -0.58
C 11.858 12.179 8.510 0.9623 -1.1483 1.2561 -1.82
C 10.969 20.882 12.232 1.6776 -0.0378 0.8491 -0.77
C 20.857 14.538 11.790 -1.4262 0.1594 0.8893 -0.38
C 14.019 21.595 8.289 1.3412 0.3274 1.3247 -0.61
C 20.107 14.994 10.698 -0.1572 0.3699 0.5022 -0.56
C 15.808 15.442 5.279 -1.7261 -1.0220 -1.0004 -0.54
C 15.873 15.741 8.023 -0.7364 -0.6195 0.2072 -0.19
H 21.849 14.141 11.690 0.3446 -0.0754 -0.2293 0.37
H 11.442 12.377 7.581 -1.2012 0.3166 -1.5860 0.56
H 10.192 14.223 7.598 1.4133 0.8935 -0.8507 0.21
H 12.568 16.725 6.236 0.7872 -0.0295 -0.0724 0.38
H 15.099 12.517 9.756 -0.7685 -0.3446 -0.1283 0.32
H 15.024 12.221 7.110 0.6002 0.8947 -0.3437 0.45
H 13.526 12.440 10.635 0.7030 -0.2095 -1.1805 0.22
H 12.465 20.621 13.842 0.0540 -0.3556 0.1552 0.51
H 15.206 19.846 16.370 0.0955 0.1282 0.3202 0.29
H 17.625 16.627 5.228 -1.0017 -0.2302 0.6231 0.31
H 10.478 21.743 12.756 0.1169 -0.6159 -0.6475 0.42
H 13.328 17.233 7.815 0.8226 0.3871 0.0541 0.34
H 11.519 14.034 6.434 0.2293 -0.1462 -0.8887 0.29
H 8.739 16.268 13.372 -0.1187 -0.3794 -0.4675 0.72
H 18.095 15.485 9.967 0.9043 0.3038 1.6001 -0.03
H 10.610 19.142 13.639 -0.0829 0.5722 -1.2979 0.19
H 14.089 11.041 9.727 0.0547 -0.8314 -0.2172 0.58
H 10.474 15.550 6.421 0.4669 -0.5600 -0.0034 0.52
H 10.220 16.564 8.840 0.6053 -0.2727 -0.0241 0.56
H 15.998 17.741 14.565 0.0858 0.8853 0.2774 0.21
H 8.526 10.602 12.150 -0.2863 0.1669 -0.4015 0.58
H 17.122 18.228 15.609 -0.4746 0.4215 0.0987 0.19
H 8.484 20.645 11.917 0.5299 -0.1355 -0.0505 0.46
H 11.825 11.069 8.634 -0.0095 0.6394 0.1644 0.34
H 15.452 21.959 11.888 -0.8742 1.1247 -0.2323 0.41
H 13.624 21.432 7.299 0.3849 -0.0332 -0.2687 0.39
H 17.538 16.930 7.664 0.8156 0.7963 0.4735 0.59
H 20.948 14.322 13.935 -0.7636 0.3037 -0.3857 0.31
H 15.619 23.963 10.130 0.7082 0.1917 0.2535 0.39
H 14.132 10.898 7.505 -0.5419 -0.6315 -0.0829 0.53
H 13.401 12.043 6.370 -0.0717 0.0224 -0.8511 0.37
H 10.851 15.138 9.755 -0.0571 0.7849 -0.0450 0.01
H 13.162 19.771 9.137 -0.2889 0.0311 0.0142 0.50
H 20.650 15.094 9.752 -0.6759 -0.2806 0.0169 0.33
H 11.800 16.678 9.757 -0.7126 -0.2261 -0.1127 0.22
H 15.108 18.151 16.922 0.1486 0.2489 -0.3031 0.21
H 11.665 17.618 7.380 0.1591 -0.3563 0.3316 0.61
H 12.842 21.915 12.687 0.1952 0.1552 0.0422 0.56
H 10.501 18.816 11.848 -0.0835 -0.2528 0.1103 0.10
H 13.922 14.329 5.564 0.5344 0.1703 0.1512 0.31
H 12.600 9.431 12.001 -0.1202 0.3122 -0.1270 0.53
H 11.009 21.060 11.119 -0.3689 -0.2254 1.0740 0.15
H 16.017 15.759 9.141 -0.5225 0.2487 -1.1357 0.13
H 11.271 12.654 9.303 0.1645 -0.0283 -0.0407 0.09
H 6.917 19.809 14.888 -0.4892 -0.9254 0.5651 0.30
H 6.297 18.516 17.099 0.4209 -0.0091 0.0423 0.34
H 7.147 16.246 17.392 -0.3529 -0.3232 -0.4907 0.33
H 8.621 20.472 13.667 -0.2012 -0.9464 -1.0279 0.34
H 8.025 14.975 15.438 0.2516 -0.6501 0.0698 0.65
H 15.128 23.334 7.796 0.2817 0.5515 -0.1173 0.37
H 15.745 15.310 4.188 0.2739 0.0666 0.4609 0.30
```
Positions in Å, forces in eV/Å.

Computed properties:
- HOMO level (Ha) = -0.1218
- net charge = -2
- maximum force (eV/Å) = 5.39
- E_tot (eV) = -181718.4827
- energy relative to the best compared isomer or geometry (same formula, charge and spin) (kcal/mol) = 50.22
- 2S+1 = 1
- gap between HOMO and LUMO (hartree) = 0.2373